Entry 1:
Molecular formula: C17H30N2O8OsSSi
Method: DFT, ωB97M-V/def2-TZVPD

The geometry in XYZ format:
```
60
Properties=species:S:1:pos:R:3:lowdin_charge:R:1
Os 0.46 0.97 1.53 1.2708
O 4.01 0.95 6.08 0.1471
C 2.75 0.96 6.47 -0.5006
O 2.47 0.96 7.64 0.1215
C 1.68 0.97 5.45 -0.0398
C 0.35 0.98 5.73 0.0339
N -0.33 0.99 4.55 0.0856
N 0.52 0.98 3.55 -0.1428
C 1.76 0.97 4.01 -0.1089
C 2.84 0.95 3.00 -0.4677
O 4.00 0.94 3.29 0.1291
O 2.44 0.96 1.68 -0.1982
H 4.20 0.94 5.12 0.0817
H -0.12 0.98 6.70 0.1458
H -1.32 1.00 4.39 0.1749
C 1.82 2.85 -0.90 -0.0352
C 1.19 1.59 -1.50 -0.5668
C 0.23 2.03 -2.60 -0.0176
C 2.30 0.71 -2.05 -0.0141
O 0.44 0.93 -0.42 -0.3568
Si -0.40 -0.51 -0.53 -0.1606
S -0.96 -0.97 1.42 0.4375
O 0.63 -1.67 -1.06 -0.1471
C 0.30 -2.87 -1.76 -0.6404
C -0.64 -3.76 -0.96 -0.0341
C 1.64 -3.60 -1.92 -0.0312
C -0.26 -2.60 -3.15 -0.0254
O -1.66 -0.35 -1.57 -0.1445
C -2.97 0.17 -1.36 -0.6379
C -3.45 0.58 -2.76 -0.0290
C -3.90 -0.92 -0.84 -0.0342
C -3.03 1.41 -0.46 -0.0406
H 2.37 3.41 -1.67 0.0948
H 2.52 2.61 -0.11 0.0702
H 1.06 3.51 -0.48 0.0851
H 0.77 2.62 -3.34 0.0982
H -0.58 2.64 -2.19 0.0892
H -0.22 1.17 -3.11 0.0834
H 2.94 1.29 -2.71 0.0969
H 1.90 -0.13 -2.63 0.0733
H 2.91 0.30 -1.25 0.0999
H -0.25 -3.94 0.05 0.0884
H -0.77 -4.73 -1.45 0.0924
H -1.63 -3.31 -0.85 0.0739
H 2.10 -3.79 -0.94 0.0904
H 2.34 -2.98 -2.48 0.0862
H 1.52 -4.55 -2.44 0.0869
H -1.29 -2.23 -3.11 0.0724
H -0.28 -3.52 -3.74 0.0909
H 0.34 -1.86 -3.67 0.0876
H -3.41 -0.27 -3.44 0.0870
H -2.80 1.35 -3.18 0.0797
H -4.47 0.96 -2.74 0.0880
H -3.80 -1.82 -1.46 0.0865
H -4.94 -0.59 -0.87 0.0902
H -3.66 -1.20 0.18 0.0626
H -2.31 2.17 -0.79 0.0768
H -2.80 1.17 0.58 0.0508
H -4.03 1.84 -0.49 0.0951
O -0.53 2.41 1.53 -0.5313
```

Values from the calculation:
- LUMO (spin up / spin down): -0.4 / -0.4 eV
- Spin multiplicity: 1
- HOMO energy (spin up / spin down): -7.2874 / -7.2868 eV
- Orbital gap (spin up / spin down): 6.868 / 6.868 eV

---

Entry 2:
Molecular formula: C17H31Cl3IrO2P2
Method: DFT, ωB97M-V/def2-TZVPD

The geometry in XYZ format:
```
56
Properties=species:S:1:pos:R:3:lowdin_charge:R:1
P -2.05 2.88 0.09 0.6028
P 0.80 0.08 -1.48 1.0499
C -0.26 2.36 -0.17 -0.3495
C 0.01 1.72 -1.54 -0.3424
H -0.05 1.64 0.64 0.0718
H 0.39 3.23 -0.01 0.1103
H -0.93 1.55 -2.09 0.0770
H 0.65 2.37 -2.14 0.1194
C 2.63 0.41 -1.58 -0.1783
H 3.21 -0.45 -1.20 0.0445
H 2.92 1.29 -0.98 0.0601
H 2.94 0.59 -2.62 0.0667
C 0.71 -0.63 -3.17 -0.1803
H 1.23 0.01 -3.90 0.0734
H -0.33 -0.74 -3.47 0.0610
H 1.18 -1.62 -3.19 0.0539
C -1.87 3.63 1.73 -0.1869
H -2.60 3.18 2.40 0.0549
H -1.99 4.72 1.73 0.0760
H -0.87 3.37 2.10 0.0604
C -2.74 3.97 -1.14 -0.2014
H -2.59 3.56 -2.14 0.0668
H -2.31 4.97 -1.10 0.0760
H -3.82 4.06 -0.99 0.0546
Ir -2.91 1.07 0.42 1.2299
C 3.63 -2.91 -0.21 -0.0872
C 4.26 -2.12 0.68 -0.0852
C 3.96 -0.75 1.27 -0.1619
C 2.46 -0.46 1.65 -0.1874
C 1.50 -1.38 1.08 -0.1582
C 1.00 -1.55 -0.23 -0.3311
C 1.11 -2.99 -0.77 -0.1551
C 2.32 -3.69 -0.19 -0.1759
C -4.81 1.70 -0.03 -0.1952
H 4.25 -3.24 -1.06 0.1274
H 5.27 -2.46 0.98 0.1344
H 4.36 0.06 0.65 0.0995
H 4.53 -0.69 2.21 0.1168
H 2.41 -0.62 2.74 0.1225
H 2.19 0.60 1.52 0.1036
H 1.14 -2.16 1.79 0.0942
H -0.09 -1.38 -0.08 0.0641
H 1.07 -3.03 -1.86 0.0990
H 0.20 -3.49 -0.42 0.1249
H 2.06 -3.98 0.84 0.1223
H 2.48 -4.62 -0.76 0.1286
H -5.15 1.66 -1.07 0.0413
H -4.89 2.74 0.29 0.0129
H -5.54 1.11 0.55 0.0408
Cl -4.07 -2.70 3.71 0.6725
C -2.96 -2.48 2.33 -1.4888
Cl -1.29 -2.50 2.95 0.6669
Cl -3.21 -3.70 1.09 0.6901
C -3.14 -1.12 1.62 -0.7340
O -3.86 -0.16 2.02 -0.0551
O -2.51 -0.92 0.51 -0.2175
```

Values from the calculation:
- LUMO (spin up / spin down): -6.9 / -8.8 eV
- Energy above the lowest of the compared OMol25 structures with the same formula, charge and spin: 61.4 kJ/mol
- Spin multiplicity: 6
- Total charge: +2
- HOMO energy (spin up / spin down): -11.1905 / -16.0735 eV
- Orbital gap (spin up / spin down): 4.246 / 7.254 eV

---

Q: Look up the spin multiplicity of the first one.
A: 1

---

Q: Which value of spin multiplicity does entry 2 give?
A: 6

---

Q: What is the spin multiplicity in the first record?
A: 1

---

Q: What is the spin multiplicity in the second record?
A: 6